ORCA calculation (wB97M-V/def2-TZVPD) on a 6-piece molecular cluster, C49H103F3N4O5 overall.

Properties
LUMO	-3.63	eV
F_max	4.8	eV/A
highest occupied orbital energy	-6.8	eV
energy above the lowest of the compared OMol25 structures with the same formula, charge and spin	89.1	kcal/mol
orbital gap	3.17	eV
net charge	+2

Each line ends with the Löwdin charge.
Cartesian coordinates (Å):
O 0.754 -1.474 -0.145  0.062
C -0.230 -0.583 -0.075  -0.915
O -1.160 -0.749 -0.891  -0.099
O -0.209 0.409 0.714  -0.132
H 0.332 -1.917 -0.885  0.087
C 5.543 -4.339 4.311  -0.106
C 5.221 -2.948 3.775  -0.248
C 6.358 -2.271 2.946  -0.170
C 5.868 -0.933 2.438  -0.108
N 6.792 -0.276 1.366  -0.168
C 6.234 1.131 1.082  -0.123
C 6.283 1.339 -0.358  -0.192
C 6.015 -0.017 -0.931  -0.154
C 6.748 -0.980 -0.021  -0.057
C 8.269 -0.261 1.858  -0.094
C 9.322 0.585 1.084  -0.232
C 10.770 0.211 1.305  -0.094
H 4.781 -4.678 5.014  0.077
H 6.495 -4.214 4.826  0.077
H 5.514 -5.079 3.511  0.081
H 5.096 -2.420 4.720  0.105
H 4.235 -2.984 3.312  0.116
H 6.564 -2.837 2.037  0.118
H 7.275 -2.109 3.512  0.114
H 5.888 -0.151 3.197  0.135
H 4.920 -0.993 1.903  0.144
H 6.879 1.842 1.600  0.130
H 5.254 1.341 1.510  0.141
H 7.306 1.532 -0.681  0.110
H 5.722 2.206 -0.708  0.138
H 6.300 -0.031 -1.983  0.133
H 4.929 -0.109 -0.907  0.128
H 7.741 -1.133 -0.444  0.134
H 6.194 -1.917 0.037  0.137
H 8.578 -1.304 1.796  0.125
H 8.210 -0.021 2.920  0.135
H 9.202 1.598 1.467  0.110
H 9.159 0.570 0.006  0.103
H 11.081 -0.762 0.923  0.085
H 11.070 0.301 2.349  0.084
H 11.358 0.920 0.722  0.084
C -0.947 3.198 8.989  -0.092
C -1.633 2.987 7.629  -0.267
C -2.205 1.587 7.462  -0.184
C -3.232 1.474 6.278  -0.070
N -3.783 0.009 6.076  -0.165
C -4.456 -0.106 4.666  -0.060
C -4.427 -1.621 4.342  -0.172
C -3.142 -2.143 4.821  -0.161
C -2.666 -1.073 5.850  -0.071
C -4.711 -0.460 7.268  -0.086
C -5.836 0.532 7.683  -0.217
C -6.868 -0.215 8.575  -0.077
H -0.214 3.996 8.871  0.075
H -0.490 2.313 9.434  0.078
H -1.685 3.541 9.714  0.076
H -0.925 3.174 6.822  0.109
H -2.461 3.688 7.520  0.109
H -2.737 1.385 8.392  0.109
H -1.356 0.905 7.432  0.118
H -2.837 1.819 5.322  0.126
H -4.168 2.029 6.347  0.117
H -5.468 0.269 4.822  0.117
H -4.066 0.604 3.937  0.133
H -5.244 -2.133 4.851  0.114
H -4.543 -1.872 3.288  0.132
H -3.200 -3.159 5.213  0.124
H -2.500 -2.295 3.954  0.129
H -2.254 -1.606 6.707  0.130
H -1.836 -0.511 5.421  0.129
H -4.020 -0.661 8.088  0.128
H -5.156 -1.407 6.963  0.126
H -6.220 1.055 6.807  0.102
H -5.369 1.315 8.280  0.101
H -6.363 -0.742 9.385  0.085
H -7.539 -0.860 8.008  0.079
H -7.584 0.506 8.967  0.078
C -5.839 -0.743 -4.373  -0.132
C -5.504 -0.748 -5.853  -0.223
C -4.370 -1.836 -6.034  -0.162
C -3.978 -1.884 -7.514  -0.124
N -2.862 -2.887 -7.836  -0.195
C -2.423 -2.920 -9.324  -0.097
C -1.760 -4.283 -9.648  -0.108
C -2.309 -5.282 -8.508  -0.095
C -3.319 -4.402 -7.703  -0.055
C -1.598 -2.678 -6.956  -0.109
C -1.021 -1.281 -7.003  -0.236
C 0.167 -1.046 -6.047  -0.076
H -6.080 -1.737 -3.994  0.077
H -6.778 -0.202 -4.259  0.072
H -5.126 -0.347 -3.650  0.079
H -5.304 0.271 -6.186  0.112
H -6.426 -1.123 -6.298  0.112
H -4.782 -2.816 -5.791  0.115
H -3.494 -1.656 -5.412  0.113
H -3.676 -0.879 -7.808  0.128
H -4.731 -2.180 -8.245  0.130
H -1.821 -2.052 -9.592  0.125
H -3.389 -2.859 -9.825  0.124
H -0.684 -4.132 -9.558  0.109
H -2.046 -4.621 -10.644  0.116
H -1.444 -5.517 -7.888  0.109
H -2.677 -6.233 -8.892  0.118
H -3.384 -4.590 -6.631  0.127
H -4.310 -4.368 -8.157  0.128
H -0.806 -3.309 -7.361  0.130
H -1.818 -3.018 -5.944  0.141
H -1.758 -0.598 -6.579  0.094
H -0.816 -0.863 -7.988  0.111
H 0.968 -1.764 -6.224  0.084
H -0.163 -0.972 -5.010  0.084
H 0.694 -0.113 -6.244  0.074
C -5.655 5.930 2.519  -0.110
C -4.935 5.383 1.290  -0.256
C -3.632 6.096 0.945  -0.190
C -3.071 5.500 -0.335  -0.101
N -1.682 6.071 -0.780  -0.168
C -1.713 7.606 -1.163  -0.032
C -0.679 8.361 -0.193  -0.101
C -0.566 7.377 0.961  -0.181
C -0.684 5.992 0.404  -0.093
C -1.140 5.183 -1.947  -0.098
C -2.073 5.126 -3.140  -0.232
C -1.534 5.444 -4.560  -0.082
H -5.759 7.015 2.536  0.075
H -5.123 5.721 3.446  0.070
H -6.676 5.585 2.683  0.077
H -5.576 5.503 0.417  0.115
H -4.848 4.325 1.537  0.114
H -3.011 6.098 1.841  0.115
H -3.922 7.109 0.669  0.119
H -3.728 5.645 -1.193  0.121
H -2.951 4.419 -0.258  0.144
H -1.621 7.707 -2.245  0.121
H -2.726 7.975 -1.007  0.114
H 0.178 8.446 -0.860  0.114
H -0.966 9.368 0.112  0.122
H 0.435 7.476 1.380  0.125
H -1.222 7.594 1.805  0.116
H 0.254 5.697 -0.066  0.132
H -1.010 5.300 1.181  0.137
H -1.059 4.154 -1.596  0.142
H -0.177 5.633 -2.189  0.133
H -2.947 5.767 -3.019  0.096
H -2.525 4.135 -3.165  0.118
H -1.092 4.567 -5.030  0.073
H -0.824 6.270 -4.614  0.073
H -2.314 5.679 -5.284  0.076
C 3.867 -6.939 -2.681  -0.497
O 4.874 -7.957 -2.636  -0.134
O 3.486 -6.871 -4.011  -0.265
C 2.752 -7.054 -1.552  -0.634
F 1.701 -6.299 -1.805  0.133
F 2.320 -8.292 -1.479  0.150
F 3.162 -6.726 -0.326  0.107
C 5.793 -8.008 -1.571  -0.301
C 6.522 -9.310 -1.941  -0.081
H 5.688 -10.001 -1.816  0.079
H 7.005 -9.259 -2.917  0.076
H 7.306 -9.498 -1.207  0.058
H 5.281 -8.134 -0.617  0.103
H 6.481 -7.163 -1.556  0.101
H 4.487 -6.093 -2.386  0.107